(1)
{
  "formula": "C5H12O2",
  "method": "ωB97M-V with the def2-TZVPD basis set",
  "total_energy_ev": -9470.27586,
  "homo_energy_ha": [0.0424, -0.2400],
  "e_above_lowest_kcal_mol": 75.8,
  "charge": -1,
  "s_squared": 0.750,
  "homo_lumo_gap_ev": [2.20, 9.89],
  "multiplicity": 2,
  "symbols": ["C", "C", "C", "C", "C", "H", "H", "H", "H", "H", "H", "H", "H", "H", "H", "O", "H", "H", "O"],
  "coordinates": [[0.916, -0.703, 1.731], [1.485, 0.452, 1.461], [0.268, -0.622, 3.046], [-0.811, 0.342, 3.165], [-2.147, 0.154, 3.079], [1.128, -1.585, 1.326], [2.145, 0.634, 0.715], [1.230, 1.396, 1.959], [0.070, -1.535, 3.570], [1.062, -0.321, 3.768], [-0.508, 1.295, 3.337], [-2.709, 1.056, 3.345], [-2.630, -0.846, 3.146], [0.270, 3.656, -5.900], [-0.044, 2.180, -5.801], [0.522, 2.905, -5.467], [-0.201, -2.590, -3.115], [-1.043, -2.925, -4.487], [-0.152, -2.675, -4.127]],
  "atomic_forces_ev_per_a": [[0.208, 3.757, 2.207], [-0.961, 0.867, 0.196], [0.717, -1.134, 2.575], [-3.266, -2.050, -0.483], [1.099, -0.103, 1.584], [0.731, -3.363, -1.999], [1.814, 0.138, -2.605], [0.013, -0.638, 0.304], [-0.980, -1.161, -0.508], [-0.239, 0.400, -0.438], [0.815, 2.904, 0.206], [-0.353, -0.516, -0.499], [0.379, 0.888, -0.591], [-1.123, 3.022, -1.814], [0.452, 0.548, 0.355], [0.682, -3.588, 1.500], [-0.378, -0.176, -1.758], [0.899, 0.367, 0.951], [-0.511, -0.162, 0.818]]
}

(2)
{
  "formula": "C3HF3O",
  "method": "ωB97M-V with the def2-TZVPD basis set",
  "total_energy_ev": -13320.89625,
  "homo_energy_ha": -0.3329,
  "e_above_lowest_kcal_mol": 127.6,
  "charge": 0,
  "homo_lumo_gap_ev": 8.48,
  "symbols": ["C", "C", "C", "O", "F", "F", "F", "H"],
  "coordinates": [[-0.513, -0.877, 0.733], [-0.459, -0.110, -1.429], [0.416, 0.344, 0.573], [0.626, 0.398, -0.865], [-1.386, -0.888, 1.711], [-0.281, -0.095, -2.739], [1.565, 0.022, 1.120], [0.032, 1.205, 0.897]],
  "atomic_forces_ev_per_a": [[0.498, -2.643, -0.621], [0.450, 0.793, 0.448], [-0.810, -2.899, -1.983], [-0.863, -0.428, -0.300], [0.427, 1.484, -0.489], [0.153, -0.032, 0.956], [1.110, -0.152, 0.730], [-0.967, 3.875, 1.259]]
}

(3)
{
  "formula": "C6H10NO",
  "method": "ωB97M-V with the def2-TZVPD basis set",
  "total_energy_ev": -9909.74365,
  "homo_energy_ha": [-0.4491, -0.3870],
  "e_above_lowest_kcal_mol": 107.2,
  "charge": 1,
  "homo_lumo_gap_ev": [8.29, 5.61],
  "symbols": ["C", "C", "C", "C", "C", "C", "N", "O", "H", "H", "H", "H", "H", "H", "H", "H", "H", "H"],
  "coordinates": [[3.018, -1.541, 0.884], [2.480, -0.510, 1.593], [1.481, -0.575, 2.498], [-1.975, 1.396, 0.099], [-2.086, 0.726, -1.212], [0.037, -0.137, -0.025], [-1.369, 0.083, -0.076], [0.689, -0.600, 3.326], [3.826, -1.360, 0.201], [2.658, -2.549, 0.986], [2.870, 0.497, 1.471], [-1.281, 2.218, 0.200], [-2.834, 1.454, 0.749], [-3.020, 0.278, -1.516], [-1.457, 1.058, -2.026], [0.322, -1.125, -0.354], [0.606, 0.669, -0.459], [-1.877, -0.695, 0.343]],
  "atomic_forces_ev_per_a": [[-0.255, -0.042, 0.256], [1.468, 0.265, -0.987], [-2.333, -0.040, 0.412], [-0.350, 0.629, -0.072], [-0.290, 0.374, -0.408], [1.265, -0.020, 0.674], [-0.516, -0.784, 0.094], [0.801, -0.081, -0.208], [0.141, 0.095, -0.077], [-0.049, -0.186, 0.042], [-0.083, 0.023, 0.063], [0.197, -0.141, 0.034], [-0.043, -0.165, 0.054], [-0.043, -0.134, 0.153], [0.175, -0.114, 0.143], [-0.033, -0.192, -0.038], [0.030, 0.221, -0.093], [-0.084, 0.292, -0.042]]
}

(4)
{
  "formula": "C19H30BNO2",
  "method": "ωB97M-V with the def2-TZVPD basis set",
  "total_energy_ev": -26449.11598,
  "smiles": "CC(=O)OCCCCCBCc1ccc(C)cc1.CCCC#N",
  "homo_energy_ha": -0.3039,
  "charge": 0,
  "homo_lumo_gap_ev": 8.95,
  "symbols": ["C", "C", "O", "O", "C", "C", "C", "C", "C", "B", "C", "C", "C", "C", "C", "C", "C", "C", "H", "H", "H", "H", "H", "H", "H", "H", "H", "H", "H", "H", "H", "H", "H", "H", "H", "H", "H", "H", "H", "H", "H", "C", "C", "C", "C", "N", "H", "H", "H", "H", "H", "H", "H"],
  "coordinates": [[3.611, -0.601, 2.941], [3.589, 0.582, 1.922], [3.480, 1.694, 2.378], [3.737, 0.462, 0.549], [3.008, -0.651, -0.002], [1.459, -0.425, -0.111], [1.029, 0.775, -1.038], [-0.031, 1.732, -0.338], [0.612, 2.621, 0.810], [-0.477, 3.432, 1.668], [-0.960, 2.989, 3.159], [-1.522, 1.529, 3.002], [-2.943, 1.227, 2.790], [-3.300, -0.178, 2.619], [-2.324, -1.271, 2.658], [-2.748, -2.767, 2.430], [-0.927, -0.945, 2.914], [-0.537, 0.447, 3.079], [3.258, -1.581, 2.543], [4.642, -0.638, 3.383], [2.931, -0.346, 3.801], [3.384, -0.775, -1.059], [3.198, -1.632, 0.503], [1.002, -0.306, 0.905], [0.999, -1.360, -0.546], [0.472, 0.347, -1.937], [1.886, 1.369, -1.456], [-0.928, 1.175, 0.037], [-0.410, 2.431, -1.141], [1.159, 1.924, 1.493], [1.297, 3.394, 0.359], [-0.976, 4.439, 1.251], [-0.103, 2.987, 3.893], [-1.752, 3.673, 3.558], [-3.669, 2.068, 2.770], [-4.372, -0.423, 2.454], [-3.774, -2.952, 2.827], [-1.965, -3.452, 2.833], [-2.805, -2.962, 1.319], [-0.165, -1.759, 2.981], [0.551, 0.657, 3.244], [-1.158, -2.495, -6.217], [-0.949, -0.989, -6.104], [0.005, -0.603, -4.970], [-0.539, -1.062, -3.666], [-0.980, -1.442, -2.671], [-1.619, -2.906, -5.316], [-1.820, -2.725, -7.053], [-0.209, -3.011, -6.383], [-1.918, -0.507, -5.951], [-0.549, -0.613, -7.049], [0.133, 0.481, -4.938], [0.988, -1.055, -5.125]],
  "atomic_forces_ev_per_a": [[-0.325, -0.049, -0.068], [-0.280, 0.955, 0.708], [0.358, -0.552, -0.354], [-0.723, -1.237, 1.472], [-0.772, -0.897, -1.736], [0.131, 0.086, -0.182], [-1.267, -0.090, -0.257], [0.582, 0.873, -0.622], [-0.641, -0.228, 0.225], [0.312, -0.442, 0.597], [-0.440, -0.583, -0.341], [0.245, -1.038, 0.358], [2.551, -1.816, 0.085], [1.253, 0.396, 0.171], [0.343, 1.246, 0.323], [0.157, 1.121, -0.784], [-1.492, 1.620, -0.157], [-1.727, -0.921, -0.438], [0.676, 0.699, 0.281], [-0.873, -0.232, -0.642], [0.632, 0.024, -1.029], [-0.156, 0.245, 1.110], [0.093, 0.973, -0.143], [0.430, -0.029, -0.730], [0.599, 0.790, 0.532], [0.946, 0.528, 1.210], [-0.625, -0.485, 0.715], [0.884, 0.170, -0.265], [0.231, -0.668, 0.774], [-0.104, 0.775, -0.635], [-0.350, -0.963, 0.355], [0.009, -0.080, -0.265], [-0.781, -0.083, -0.772], [0.656, -0.600, -0.307], [0.480, -0.933, -0.023], [0.902, 0.104, 0.125], [0.963, -0.036, -0.042], [-0.855, 0.471, -0.074], [0.088, 0.208, 1.066], [-0.760, 0.811, -0.081], [-1.234, 0.045, -0.061], [-0.037, -0.029, -0.040], [-0.166, -0.231, -0.187], [-0.414, -0.097, 0.345], [0.070, -0.092, 0.004], [0.198, 0.146, -0.618], [0.072, 0.037, 0.001], [0.066, -0.003, 0.018], [-0.053, -0.001, 0.012], [0.109, 0.072, 0.028], [0.042, 0.086, 0.107], [0.040, -0.058, 0.131], [-0.040, -0.006, 0.098]]
}